1.
{"formula": "C14H44BF4O15", "method": "the ωB97M-V functional and the def2-TZVPD basis", "elements": ["B", "F", "F", "F", "F", "O", "H", "H", "C", "C", "O", "O", "H", "H", "H", "H", "H", "H", "C", "C", "O", "O", "H", "H", "H", "H", "H", "H", "C", "C", "O", "O", "H", "H", "H", "H", "H", "H", "C", "C", "O", "O", "H", "H", "H", "H", "H", "H", "C", "C", "O", "O", "H", "H", "H", "H", "H", "H", "C", "C", "O", "O", "H", "H", "H", "H", "H", "H", "C", "C", "O", "O", "H", "H", "H", "H", "H", "H"], "positions_angstrom": [[-0.325, -0.193, -1.043], [0.722, -0.052, -0.114], [-1.375, -0.930, -0.528], [-0.922, 1.035, -1.270], [0.261, -0.793, -2.101], [-2.731, 2.618, -1.980], [-2.623, 3.076, -2.814], [-2.107, 1.894, -2.020], [-2.930, -1.502, 2.639], [-3.681, -2.804, 3.186], [-3.279, -3.003, 4.586], [-3.795, -0.408, 2.816], [-2.876, -1.576, 1.552], [-1.930, -1.288, 3.018], [-3.412, -3.723, 2.665], [-4.762, -2.673, 3.140], [-3.669, -2.253, 5.041], [-3.401, 0.299, 2.299], [2.747, -4.191, 0.389], [1.959, -2.984, 0.636], [0.739, -2.983, -0.056], [1.921, -5.357, 0.506], [3.605, -4.270, 1.058], [3.111, -4.212, -0.638], [2.489, -2.050, 0.447], [1.669, -2.998, 1.687], [0.380, -2.099, -0.161], [1.337, -5.514, -0.240], [3.423, -0.894, -3.170], [2.749, -0.774, -4.524], [3.734, -1.153, -5.544], [4.388, 0.154, -2.996], [3.897, -1.872, -3.087], [2.604, -0.873, -2.452], [2.473, 0.277, -4.612], [1.773, -1.250, -4.619], [3.276, -1.268, -6.379], [4.749, 0.025, -2.116], [1.926, 2.542, -2.096], [3.200, 3.443, -2.143], [4.168, 2.964, -3.125], [1.358, 2.505, -0.847], [2.267, 1.545, -2.376], [1.261, 2.889, -2.886], [3.678, 3.653, -1.187], [2.811, 4.405, -2.475], [4.322, 2.019, -3.053], [1.130, 1.597, -0.635], [2.571, -0.076, 2.896], [2.739, 1.500, 3.099], [4.070, 1.844, 3.316], [2.997, -0.778, 4.077], [3.154, -0.428, 2.045], [1.556, -0.412, 2.681], [2.155, 1.857, 3.947], [2.414, 2.040, 2.210], [4.424, 1.343, 4.055], [3.654, -0.263, 4.552], [-4.812, -0.161, -0.835], [-4.738, -0.720, -2.286], [-5.985, -1.260, -2.699], [-5.276, 1.141, -0.851], [-3.946, -0.200, -0.175], [-5.619, -0.710, -0.349], [-3.869, -1.326, -2.542], [-4.538, 0.170, -2.883], [-5.970, -1.399, -3.649], [-4.574, 1.697, -1.198], [-1.447, 2.430, 1.420], [-1.490, 2.950, 2.910], [-2.808, 3.273, 3.376], [-2.092, 1.156, 1.332], [-0.433, 2.238, 1.070], [-1.901, 3.108, 0.697], [-0.756, 3.753, 2.978], [-1.135, 2.165, 3.578], [-2.903, 3.288, 4.331], [-1.751, 0.780, 0.517]], "charge": -1, "lumo_energy_ev": 2.2, "e_homo_ha": -0.260, "max_force_ev_per_a": 2.6, "total_energy_ha": -2112.8988}

---

2.
{"formula": "C37H78F2N3O11PSi2", "method": "the ωB97M-V functional and the def2-TZVPD basis", "elements": ["C", "C", "C", "O", "O", "C", "C", "Si", "C", "C", "C", "P", "O", "O", "O", "C", "F", "F", "C", "C", "Si", "C", "C", "C", "C", "C", "C", "C", "C", "H", "H", "H", "H", "H", "H", "H", "H", "H", "H", "H", "H", "H", "H", "H", "H", "H", "H", "H", "H", "H", "H", "H", "H", "H", "H", "H", "H", "H", "H", "H", "H", "H", "C", "O", "C", "C", "N", "C", "C", "O", "C", "H", "H", "H", "H", "H", "H", "H", "H", "H", "H", "H", "H", "H", "H", "H", "C", "O", "C", "C", "N", "C", "C", "O", "C", "H", "H", "H", "H", "H", "H", "H", "H", "H", "H", "H", "H", "H", "H", "H", "C", "O", "C", "C", "N", "C", "C", "O", "C", "H", "H", "H", "H", "H", "H", "H", "H", "H", "H", "H", "H", "H", "H", "H"], "positions_angstrom": [[6.769, 0.061, 1.458], [7.247, 1.356, 2.149], [7.423, 2.519, 1.223], [8.351, 3.251, 1.287], [6.485, 2.687, 0.256], [5.151, 2.780, 0.792], [4.226, 3.334, -0.276], [2.764, 2.214, -0.679], [3.436, 0.493, -1.006], [3.616, 0.101, -2.503], [1.894, 3.015, -2.155], [0.534, 2.128, -2.891], [0.889, 1.260, -4.021], [-0.465, 3.307, -3.278], [-0.271, 1.346, -1.759], [1.645, 2.139, 0.887], [2.475, 1.983, 1.989], [0.914, 0.972, 0.833], [0.733, 3.337, 1.129], [-0.760, 2.999, 1.083], [-1.499, 2.130, 2.600], [-2.735, 3.212, 3.517], [-0.149, 1.607, 3.817], [-2.292, 0.533, 1.966], [-3.017, 0.598, 0.765], [-3.618, -0.541, 0.221], [-3.492, -1.764, 0.870], [-2.782, -1.839, 2.073], [-2.183, -0.699, 2.620], [7.569, -0.673, 1.494], [5.932, -0.382, 1.985], [6.518, 0.215, 0.416], [6.515, 1.634, 2.904], [8.180, 1.191, 2.668], [5.160, 3.447, 1.653], [4.822, 1.809, 1.155], [4.796, 3.385, -1.206], [3.916, 4.354, -0.065], [4.420, 0.442, -0.546], [2.849, -0.260, -0.489], [4.643, -0.214, -2.666], [2.993, -0.754, -2.734], [3.423, 0.910, -3.194], [1.582, 4.028, -1.913], [2.639, 3.099, -2.942], [-1.275, 2.934, -3.646], [-0.012, 0.417, -1.738], [1.018, 3.823, 2.056], [0.930, 4.066, 0.342], [-0.974, 2.428, 0.187], [-1.301, 3.939, 0.957], [-2.997, 4.117, 2.978], [-2.278, 3.509, 4.460], [-3.625, 2.650, 3.780], [-0.612, 1.487, 4.795], [0.240, 0.636, 3.529], [0.660, 2.323, 3.896], [-3.125, 1.519, 0.216], [-4.169, -0.496, -0.706], [-3.923, -2.672, 0.478], [-2.670, -2.776, 2.598], [-1.628, -0.760, 3.543], [-10.284, -4.808, 1.348], [-9.145, -5.623, 1.532], [-9.038, -6.725, 0.641], [-7.970, -6.516, -0.414], [-8.346, -5.497, -1.385], [-7.270, -5.018, -2.252], [-5.992, -4.456, -1.637], [-6.122, -3.191, -1.017], [-6.709, -3.195, 0.271], [-10.380, -4.181, 2.233], [-10.192, -4.150, 0.476], [-11.192, -5.408, 1.243], [-10.006, -6.951, 0.184], [-8.747, -7.587, 1.246], [-7.812, -7.463, -0.940], [-7.040, -6.272, 0.114], [-8.755, -4.707, -0.906], [-7.698, -4.233, -2.880], [-6.989, -5.838, -2.922], [-5.292, -4.296, -2.460], [-5.507, -5.165, -0.955], [-6.392, -4.059, 0.862], [-7.799, -3.164, 0.210], [-6.382, -2.289, 0.780], [-8.739, 2.296, -2.711], [-8.265, 3.627, -2.696], [-9.022, 4.531, -1.902], [-8.313, 4.904, -0.616], [-8.258, 3.792, 0.323], [-7.344, 3.955, 1.453], [-5.871, 4.267, 1.200], [-5.109, 3.201, 0.668], [-5.283, 2.965, -0.717], [-8.247, 1.785, -3.537], [-8.498, 1.755, -1.789], [-9.820, 2.259, -2.870], [-10.021, 4.131, -1.702], [-9.141, 5.442, -2.495], [-8.853, 5.734, -0.148], [-7.317, 5.272, -0.892], [-8.018, 2.944, -0.170], [-7.382, 3.025, 2.024], [-7.747, 4.740, 2.102], [-5.425, 4.476, 2.175], [-5.729, 5.174, 0.598], [-5.395, 3.892, -1.285], [-6.141, 2.312, -0.897], [-4.400, 2.442, -1.083], [11.279, -4.315, -2.889], [12.364, -4.200, -1.993], [13.146, -3.023, -2.139], [12.906, -2.024, -1.025], [11.587, -1.412, -1.110], [11.153, -0.668, 0.073], [11.129, -1.354, 1.436], [10.111, -2.322, 1.614], [10.349, -3.577, 1.008], [10.935, -5.348, -2.853], [10.438, -3.669, -2.614], [11.581, -4.083, -3.914], [12.984, -2.566, -3.120], [14.193, -3.335, -2.087], [13.664, -1.237, -1.094], [13.064, -2.554, -0.077], [10.898, -2.120, -1.321], [10.138, -0.317, -0.131], [11.781, 0.225, 0.157], [10.911, -0.576, 2.172], [12.104, -1.773, 1.715], [11.399, -3.871, 1.078], [10.032, -3.586, -0.038], [9.746, -4.315, 1.537]], "charge": 0, "lumo_energy_ev": 0.4, "e_homo_ha": -0.318, "max_force_ev_per_a": 1.4, "total_energy_ha": -3568.5867}